(1)
{"formula": "C6H9N", "method": "ωB97M-V/def2-TZVPD", "smiles": "C=C(C#N)C(C)C", "lumo_ev": 0.374, "de_lowest_kj_mol": 194.8, "energy_ev": -7856.14072, "elements": ["C", "C", "C", "N", "C", "C", "C", "H", "H", "H", "H", "H", "H", "H", "H", "H"], "xyz": [[-1.79950, -1.19109, -0.42474], [-0.74162, -0.73817, 0.27572], [-0.36832, -1.47615, 1.41755], [0.03687, -2.18788, 2.18921], [-0.01680, 0.56648, -0.04127], [1.12316, 0.80516, 0.93052], [0.56314, 0.74135, -1.41577], [-2.04173, -2.24447, -0.12886], [-2.09076, -0.57490, -1.31982], [-0.74401, 1.48182, 0.22057], [0.67111, 0.90676, 1.95005], [1.58176, 1.75469, 0.58399], [1.87013, -0.01965, 0.89007], [-0.16302, 0.16573, -1.99000], [1.48463, 0.26811, -1.47181], [0.63496, 1.74221, -1.66539]], "forces_ev_per_angstrom": [[1.5, -0.3, 0.0], [-1.3, 1.4, -1.4], [-0.1, 1.0, -2.0], [1.0, -1.9, 2.7], [-0.7, 2.3, 2.4], [-0.1, 0.3, 0.8], [-3.0, -2.3, 0.3], [-0.8, 1.3, -0.9], [-0.2, -1.3, 1.0], [1.1, -2.1, -0.9], [1.0, 0.0, -0.6], [0.1, -0.5, 0.7], [-0.4, 0.6, 0.2], [0.4, 0.5, -1.2], [1.8, -0.9, -0.2], [0.0, 1.9, -0.7]], "nbo_charge": [-0.322, -0.136, 0.250, -0.296, -0.223, -0.606, -0.598, 0.233, 0.219, 0.211, 0.215, 0.212, 0.212, 0.205, 0.207, 0.217]}

=====

(2)
{"formula": "C6H9N", "method": "ωB97M-V/def2-TZVPD", "smiles": "Cc1c[nH]c(C)c1", "lumo_ev": 1.063, "de_lowest_kj_mol": 49.2, "energy_ev": -7857.64977, "elements": ["C", "C", "C", "N", "C", "C", "C", "H", "H", "H", "H", "H", "H", "H", "H", "H"], "xyz": [[-0.30422, -2.56428, 0.27817], [0.10189, -1.13795, 0.10060], [1.10746, -0.50675, 0.80567], [1.09199, 0.82680, 0.42347], [0.05597, 1.06379, -0.42968], [-0.47546, 2.46476, -0.58488], [-0.56356, -0.14738, -0.64849], [0.37187, -3.27839, -0.20542], [-0.33971, -2.86326, 1.32700], [-1.29184, -2.73903, -0.15568], [2.07599, -0.87763, 1.10080], [1.53971, 1.55161, 0.95982], [0.33647, 3.18276, -0.44405], [-0.97887, 2.56495, -1.54062], [-1.21805, 2.63022, 0.19428], [-1.50965, -0.17021, -1.18101]], "forces_ev_per_angstrom": [[0.0, -0.6, -0.4], [0.0, -0.2, 0.7], [0.6, 0.5, -1.3], [-0.1, 0.0, 0.1], [-0.2, 0.2, 0.9], [0.3, -0.8, 0.1], [-0.6, 0.8, -0.3], [0.0, 0.2, -0.1], [-0.1, 0.2, 0.0], [0.0, 0.0, 0.1], [-0.3, -0.4, 0.7], [0.2, 0.0, -0.2], [-0.2, 0.1, -0.3], [0.1, 0.3, -0.2], [-0.1, 0.2, 0.1], [0.2, -0.5, 0.0]], "nbo_charge": [-0.625, -0.077, -0.117, -0.506, 0.151, -0.638, -0.310, 0.213, 0.218, 0.215, 0.204, 0.401, 0.212, 0.227, 0.218, 0.213]}